This record from the Open Molecules 2025 dataset describes C23H41AsIIrN4O2SSi3 as an isolated structure. The level of theory is the ωB97M-V functional and the def2-TZVPD basis.

Properties
Gap between HOMO and LUMO (spin up / spin down): 6.38 / 8.01 eV
Relative energy (zero: lowest compared OMol25 entry of this formula, charge and spin): 0.000 eV
Multiplicity: 5
Charge: 0
⟨S²⟩: 6.020
LUMO energy (spin up / spin down): 0.0106 / 0.0017 Eh
Total energy: -140822.063 eV

Structure (XYZ):
```
77
Properties=species:S:1:pos:R:3:forces:R:3
Ir 0.034 0.108 -0.478 0.1 0.0 0.1
O 3.539 -0.673 1.851 0.0 0.0 0.0
C 2.717 -0.417 0.954 0.1 0.0 0.0
N 1.549 0.194 1.084 0.0 -0.2 0.0
C 1.252 0.674 2.404 0.0 0.0 0.1
C -0.206 0.992 2.581 -0.1 0.0 0.0
C -0.667 1.537 3.780 0.0 0.0 0.0
C -1.996 1.884 3.898 0.0 0.0 0.0
C -2.843 1.686 2.813 0.0 0.0 0.0
C -2.314 1.121 1.672 0.0 0.0 0.0
N -1.032 0.766 1.564 -0.1 0.0 0.0
C 3.054 -0.794 -0.472 0.0 0.0 0.0
C 4.352 -1.157 -0.801 0.0 0.0 0.0
C 4.655 -1.407 -2.128 0.0 0.0 0.0
C 3.656 -1.279 -3.083 0.0 0.0 0.0
C 2.383 -0.933 -2.664 0.0 0.0 0.0
N 2.085 -0.715 -1.387 0.0 0.0 0.0
H 1.819 1.590 2.620 0.0 0.0 0.0
H 1.565 -0.040 3.175 0.0 0.0 0.0
H 0.028 1.698 4.594 0.0 0.0 0.0
H -2.370 2.315 4.818 0.0 0.0 0.0
H -3.888 1.960 2.849 0.0 0.0 0.0
H -2.924 0.939 0.797 0.0 0.0 0.0
H 5.087 -1.216 -0.011 0.0 0.0 0.0
H 5.659 -1.688 -2.419 0.0 0.0 0.0
H 3.851 -1.447 -4.133 0.0 0.0 0.0
H 1.567 -0.827 -3.366 0.0 0.0 0.0
C -0.562 -2.075 -4.794 0.0 -0.1 0.0
Si -0.918 -3.024 -3.206 0.0 0.1 0.1
C 0.638 -3.822 -2.518 0.0 -0.1 -0.1
C -2.173 -4.363 -3.612 0.0 0.0 0.0
As -1.725 -1.470 -1.611 0.0 -0.2 0.2
Si -3.391 -0.291 -2.813 0.1 0.0 0.0
C -2.611 0.966 -3.958 -0.2 -0.1 0.0
C -4.434 0.601 -1.534 0.0 -0.1 -0.1
C -4.435 -1.432 -3.882 -0.1 0.2 0.0
Si -2.914 -2.942 -0.142 0.1 0.0 0.0
C -4.662 -3.308 -0.735 0.0 0.0 0.0
C -3.062 -2.113 1.533 -0.1 -0.1 -0.1
C -2.010 -4.584 0.042 -0.1 0.0 0.0
H 0.148 -2.642 -5.403 0.0 0.0 0.0
H -0.157 -1.076 -4.638 0.0 0.0 0.1
H -1.478 -1.966 -5.379 0.0 0.0 0.0
H 1.331 -4.056 -3.332 0.0 0.0 0.0
H 0.396 -4.759 -2.012 0.0 0.0 0.0
H 1.142 -3.178 -1.802 0.0 0.1 0.0
H -1.821 -4.918 -4.487 0.0 0.0 0.0
H -3.157 -3.959 -3.853 0.0 0.0 0.0
H -2.286 -5.075 -2.795 0.0 0.0 0.0
H -1.973 1.669 -3.424 0.0 0.0 0.0
H -3.422 1.525 -4.437 0.0 0.0 0.0
H -2.026 0.496 -4.748 0.0 0.0 0.0
H -3.819 1.356 -1.039 0.0 0.0 0.0
H -4.842 -0.072 -0.777 0.0 0.0 0.0
H -5.270 1.113 -2.018 0.0 0.0 0.0
H -3.855 -1.797 -4.733 0.0 0.0 0.0
H -5.257 -0.835 -4.290 0.0 0.0 0.0
H -4.866 -2.287 -3.366 0.0 0.0 0.1
H -5.256 -2.404 -0.886 0.0 0.0 0.0
H -5.157 -3.896 0.045 0.0 0.0 0.0
H -4.681 -3.895 -1.654 0.0 0.0 0.0
H -3.796 -1.306 1.519 0.0 0.0 0.0
H -2.105 -1.715 1.864 0.1 0.0 0.0
H -3.403 -2.857 2.259 0.0 0.0 0.0
H -2.499 -5.365 -0.544 0.0 0.0 0.0
H -2.051 -4.884 1.093 0.0 0.0 0.0
H -0.959 -4.533 -0.227 0.0 0.0 0.0
N 1.098 -2.708 2.844 0.0 -0.1 0.0
C 1.183 -2.986 1.525 0.1 0.1 0.0
O 0.300 -2.712 0.730 -0.1 -0.2 0.0
C 2.455 -3.668 1.075 -0.1 0.2 -0.1
I 2.406 -5.744 1.542 0.0 -0.1 0.0
H 0.311 -2.166 3.160 0.0 0.0 0.0
H 1.913 -2.764 3.428 0.0 0.0 0.0
H 3.336 -3.227 1.535 0.0 -0.1 0.0
H 2.509 -3.590 -0.005 0.1 -0.1 0.0
S -0.233 1.947 -1.542 0.0 0.4 -0.2
```
Forces are in eV/Å.


This record from the Open Molecules 2025 dataset describes C23H41AuIP2 as an isolated structure. The level of theory is the ωB97M-V functional and the def2-TZVPD basis.

Properties
Gap between HOMO and LUMO (spin up / spin down): 3.44 / 5.60 eV
Relative energy (zero: lowest compared OMol25 entry of this formula, charge and spin): 4.511 eV
Multiplicity: 3
Charge: +1
⟨S²⟩: 2.025
LUMO energy (spin up / spin down): -0.1478 / -0.1482 Eh
Total energy: -54875.198 eV

Structure (XYZ):
```
68
Properties=species:S:1:pos:R:3:forces:R:3
Au -0.968 -1.464 -3.978 -2.0 -2.3 2.3
C -0.766 -2.201 3.433 1.4 -0.6 -1.2
C 0.495 -2.381 2.797 -0.4 0.6 0.6
C 0.741 -0.779 4.431 -3.1 -0.2 0.6
C -0.619 -1.186 4.418 2.7 1.6 0.8
C 1.426 -1.502 3.417 -0.7 -1.2 -1.0
C -2.008 -2.951 3.157 -0.2 -0.2 -0.2
H -1.916 -3.541 2.238 -0.1 0.1 0.2
H -2.870 -2.277 3.053 0.1 -0.2 0.1
H -2.238 -3.648 3.978 0.0 0.2 -0.2
C -1.680 -0.634 5.282 -0.4 0.1 0.4
H -2.575 -1.266 5.249 0.1 0.2 0.1
H -1.965 0.383 4.969 0.0 -0.2 0.1
H -1.336 -0.569 6.324 -0.2 0.0 -0.2
C 1.336 0.200 5.357 0.3 0.3 0.3
H 0.871 0.123 6.349 0.2 0.1 -0.2
H 1.187 1.232 4.998 0.2 -0.2 0.3
H 2.414 0.025 5.458 -0.2 0.2 0.1
C 2.865 -1.369 3.108 0.3 -0.1 -0.2
H 3.478 -1.679 3.967 -0.1 0.1 -0.2
H 3.133 -0.328 2.874 0.0 -0.2 0.1
H 3.141 -1.996 2.253 0.0 0.2 0.2
C 0.791 -3.353 1.722 0.1 -0.6 -0.3
H 1.048 -4.342 2.135 0.0 0.2 -0.3
H 1.640 -3.019 1.110 -0.2 -0.2 0.0
H -0.079 -3.488 1.064 0.3 0.0 0.0
C -1.836 0.014 -5.179 -0.9 -0.1 -2.2
C -0.920 -0.795 -5.943 -0.9 1.0 -2.1
C 0.466 -0.362 -6.383 0.7 -0.3 -0.4
C 1.558 -0.915 -5.426 -0.1 -0.6 -0.5
C 1.080 -1.004 -4.008 1.4 1.4 1.1
C 0.318 0.052 -3.401 2.4 0.0 1.0
C 0.000 1.359 -4.092 -0.4 0.5 0.3
C -1.452 1.361 -4.623 -0.2 0.0 0.3
H 0.555 0.729 -6.514 -0.2 -0.5 0.0
H 2.512 -0.375 -5.521 -0.2 0.1 0.0
H 0.665 -0.806 -7.377 -0.2 0.3 0.4
H -1.614 2.168 -5.352 0.1 -0.2 0.0
H -2.891 -0.158 -5.401 0.2 0.2 0.2
H -1.363 -1.564 -6.582 -0.1 0.3 0.1
H -2.134 1.566 -3.777 0.2 0.0 -0.3
H 0.088 2.166 -3.346 0.1 -0.2 -0.2
H 0.369 0.095 -2.307 0.0 -0.1 -0.7
H 0.732 1.615 -4.869 -0.3 -0.3 0.4
H 1.765 -1.953 -5.732 0.1 0.3 -0.1
H 1.662 -1.618 -3.318 -0.1 0.0 -0.2
P -1.332 1.892 0.994 0.3 0.4 0.0
C -2.892 2.785 1.052 -0.3 0.0 0.2
C -1.693 0.124 0.969 0.1 -0.1 0.4
P 1.241 1.768 -0.853 0.7 0.1 -0.7
C -0.506 2.377 -0.532 0.0 -0.1 0.3
C 1.711 0.561 0.442 -0.3 0.0 0.5
C 2.219 3.227 -0.367 -0.2 0.2 0.3
H -2.774 3.712 1.627 -0.1 -0.2 -0.2
H -3.637 2.136 1.537 0.1 0.3 -0.1
H -3.201 3.015 0.022 0.0 -0.1 0.3
H -0.786 -0.478 1.098 -0.1 0.1 0.0
H -2.165 -0.130 0.007 0.1 0.2 0.1
H -2.386 -0.107 1.792 0.2 0.1 -0.2
H 2.113 3.978 -1.160 0.1 -0.1 0.3
H 3.271 2.915 -0.324 -0.3 0.2 0.1
H 1.891 3.631 0.598 0.3 0.1 -0.2
H -0.514 3.481 -0.592 0.0 -0.4 0.1
H -1.151 1.989 -1.347 0.2 0.1 0.3
H 1.485 0.896 1.465 0.3 -0.3 -0.3
H 2.799 0.426 0.353 -0.3 0.1 0.0
H 1.245 -0.419 0.271 0.1 0.2 0.0
I -0.043 2.653 2.934 -0.8 -0.3 -0.7
```
Forces are in eV/Å.


This record from the Open Molecules 2025 dataset describes C23H41Cl3CuN3O3Si as an isolated structure. The level of theory is the ωB97M-V functional and the def2-TZVPD basis.

Properties
Gap between HOMO and LUMO (spin up / spin down): 7.79 / 5.47 eV
Relative energy (zero: lowest compared OMol25 entry of this formula, charge and spin): 2.476 eV
Multiplicity: 2
Charge: -1
⟨S²⟩: 0.765
LUMO energy (spin up / spin down): 0.1006 / 0.0693 Eh
Total energy: -125216.598 eV

Structure (XYZ):
```
75
Properties=species:S:1:pos:R:3:forces:R:3
C 1.596 -1.403 -3.725 0.1 -0.2 0.1
C 1.138 -0.053 -3.277 -0.3 0.9 0.8
H 1.708 -1.445 -4.809 0.0 -0.1 0.0
H 0.886 -2.177 -3.394 0.2 0.2 -0.1
H 2.564 -1.646 -3.257 -0.3 0.1 -0.2
C 0.544 0.865 -4.040 0.3 -0.3 0.2
C 0.272 0.683 -5.492 0.0 0.2 -0.4
H 0.236 1.813 -3.605 0.1 -0.1 0.0
H 0.118 -0.370 -5.744 0.0 0.2 -0.1
H 1.110 1.069 -6.086 -0.2 -0.1 -0.1
H -0.622 1.251 -5.768 0.1 -0.1 -0.1
Cu 0.919 -1.575 1.157 -0.8 1.9 -1.5
Cl 2.590 -0.084 1.111 0.8 0.3 0.0
Cl -1.297 -1.756 1.357 -0.6 -0.2 0.1
C 0.224 2.154 2.103 -0.7 -1.2 0.0
O -0.728 1.362 2.147 1.0 1.2 0.2
N 0.103 3.501 2.164 -0.2 0.5 0.2
C -1.207 4.124 2.287 0.3 -0.1 -0.1
C 1.254 4.387 2.240 -0.1 -0.4 -0.1
H 1.265 1.782 2.003 -0.3 0.2 0.0
H -1.970 3.338 2.307 0.2 0.2 0.0
H -1.385 4.796 1.435 0.0 -0.2 0.1
H -1.244 4.723 3.208 -0.1 -0.1 -0.1
H 2.164 3.817 2.011 -0.3 0.2 0.0
H 1.340 4.827 3.244 0.0 -0.1 -0.1
H 1.154 5.207 1.518 0.0 -0.2 0.0
H -1.871 -1.332 -2.425 -0.2 0.0 0.3
H -2.066 1.001 -3.185 0.0 0.1 0.1
C -2.672 -1.191 -1.685 -0.2 -0.1 0.1
C -2.909 1.115 -2.496 0.2 -0.1 0.3
N -2.743 0.221 -1.360 -0.5 0.2 0.5
H -2.413 -1.737 -0.763 -0.2 0.2 -0.6
C -3.347 0.604 -0.165 -0.1 -0.2 -0.7
O -4.073 -0.087 0.519 0.5 0.2 -0.1
H -2.958 2.154 -2.139 0.0 -0.2 -0.2
H -3.080 1.654 0.105 -0.3 -0.2 -0.1
H -3.638 -1.528 -2.096 0.1 -0.2 0.0
H -3.836 0.865 -3.038 0.1 0.2 0.1
O 0.255 -0.703 -1.311 -1.2 -0.6 1.5
C 1.183 0.142 -1.736 1.5 0.8 -0.2
C -0.199 2.146 -1.022 -0.4 0.3 -0.3
C 1.056 1.622 -1.298 -0.4 -0.9 -0.3
H -1.018 1.444 -0.846 0.4 0.2 -0.3
C -0.396 3.532 -1.044 0.4 -0.3 0.2
H 2.188 -0.166 -1.376 0.1 0.0 -0.3
C 2.164 2.453 -1.304 0.5 0.2 -0.2
H -1.409 3.932 -0.966 0.3 0.0 0.1
C 0.710 4.375 -1.173 0.0 0.2 -0.1
C 2.004 3.835 -1.258 -0.3 0.0 0.2
H 3.159 1.984 -1.356 -0.5 0.3 -0.1
H 0.565 5.459 -1.203 0.1 -0.3 0.0
H 2.875 4.493 -1.296 -0.2 -0.1 0.0
Si 0.637 -4.792 0.481 0.9 0.5 0.1
Cl 1.529 -3.030 -0.404 0.0 -2.3 -0.9
C -1.204 -4.893 0.548 -0.4 -0.1 -0.2
C 1.473 -4.751 2.153 0.1 -0.1 0.1
C 1.267 -6.234 -0.528 0.2 -0.2 -0.2
H -1.697 -3.957 0.281 0.1 -0.1 0.1
H -1.507 -5.136 1.571 0.0 0.1 0.0
H -1.561 -5.701 -0.097 0.1 0.0 0.0
H 0.546 -6.513 -1.305 0.1 0.1 0.1
H 1.407 -7.108 0.124 0.0 0.1 -0.1
H 2.227 -6.011 -1.007 -0.1 -0.1 0.1
H 1.326 -3.786 2.659 0.0 -0.5 -0.2
H 2.556 -4.897 2.028 -0.2 0.0 0.0
H 1.096 -5.554 2.794 0.0 0.0 0.0
C 0.458 0.315 5.787 0.3 0.1 0.0
C -0.361 -0.631 4.902 -0.6 0.4 0.9
C 0.450 -1.201 3.874 1.4 -1.3 -2.0
N 1.063 -1.699 3.021 -0.9 0.9 3.5
H 1.376 -0.176 6.129 -0.2 0.1 0.0
H -0.114 0.622 6.663 0.0 0.0 -0.1
H 0.744 1.208 5.221 -0.1 -0.2 0.1
H -0.778 -1.455 5.502 0.1 0.2 -0.2
H -1.196 -0.098 4.426 0.2 -0.2 -0.1
```
Forces are in eV/Å.


> What is the total energy in the second record?

-54875.198 eV


> Among the records above, which one has the lowest multiplicity?

C23H41Cl3CuN3O3Si